ORCA calculation (wB97M-V/def2-TZVPD) on a 4-piece molecular cluster, C4H15N2O4S overall in a non-equilibrium geometry.

```
26
Properties=species:S:1:pos:R:3:forces:R:3
O -1.908 2.187 -1.381 -1.923 0.979 -1.900
C -1.158 1.730 -0.583 1.109 0.362 0.528
N -1.436 1.806 0.755 0.596 -0.946 1.271
C -1.509 0.593 1.561 -0.165 -1.250 1.357
C -0.213 -0.126 2.022 0.467 -0.280 -0.627
S 0.196 -1.862 1.429 -0.571 0.776 0.331
C 0.232 1.364 -1.023 0.788 -0.996 -0.081
N 1.192 2.014 -0.166 1.350 0.732 -0.182
H -2.201 2.406 0.993 -0.433 0.206 -0.558
H -2.079 0.857 2.457 0.297 0.359 0.119
H -2.165 -0.173 1.167 -0.221 -0.039 -0.818
H -0.191 -0.154 3.105 0.051 0.111 0.167
H 0.627 0.445 1.662 0.267 0.325 0.311
H 0.325 1.755 -2.019 -0.089 0.390 -0.459
H 0.373 0.287 -1.177 -0.154 -0.193 0.599
H 2.183 1.771 -0.219 -0.769 -0.190 -0.606
H 0.950 2.004 0.791 -0.533 -0.016 0.867
H 0.949 -2.249 -1.509 0.521 -0.047 0.159
H 1.825 -2.241 -0.335 -0.326 0.467 2.717
O 1.873 -2.411 -1.247 -0.227 -0.467 -2.898
H -1.567 -2.422 -1.321 0.100 0.250 0.750
H -1.543 -1.628 0.077 0.511 -0.876 -0.671
O -2.026 -1.769 -0.775 -0.679 0.358 -0.415
H 3.271 0.111 -0.633 -0.146 -0.202 0.419
H 3.026 -0.963 -1.709 0.042 0.658 0.388
O 3.414 -0.068 -1.558 0.137 -0.471 -0.768
```
Positions in Å, forces in eV/Å.

Calculated values
Relative energy (zero: lowest compared OMol25 entry of this formula, charge and spin) in eV: 1.098
Total charge: -1
HOMO energy in eV: -3.80
Multiplicity: 1
Maximum force in eV Å⁻¹: 2.944

Here are the Mulliken charges for atoms 1 to 5, given in e: -0.637 0.246 -0.282 -0.724 -0.237